(1)
{"formula": "C13H15N3O3S", "method": "the ωB97M-V functional and the def2-TZVPD basis", "species": ["C", "C", "H", "H", "O", "C", "C", "C", "C", "C", "C", "C", "O", "N", "C", "N", "N", "C", "S", "C", "O", "C", "H", "H", "H", "H", "H", "H", "H", "H", "H", "H", "H", "H", "H"], "xyz": [[-2.3485, -3.5444, 0.1842], [-3.2047, -2.2877, 0.1666], [-3.8974, -2.3084, -0.6844], [-3.7810, -2.2045, 1.0968], [-2.3211, -1.1833, 0.0443], [-2.7991, 0.0896, 0.0067], [-4.1575, 0.3863, 0.0801], [-4.6061, 1.6939, 0.0390], [-3.7069, 2.7395, -0.0765], [-2.3592, 2.4578, -0.1498], [-1.8762, 1.1493, -0.1113], [-0.4021, 1.0208, -0.2014], [0.3327, 1.9886, -0.2934], [0.1220, -0.2446, -0.1782], [1.4623, -0.4681, -0.2550], [1.9921, -1.6480, -0.2385], [3.3159, -1.6220, -0.3171], [3.8225, -0.4427, -0.3921], [2.6132, 0.8377, -0.3798], [5.2930, -0.1977, -0.4963], [5.8602, 0.4032, 0.6438], [5.6539, 1.7908, 0.7469], [4.5970, 2.0462, 0.8814], [6.2129, 2.1136, 1.6231], [6.0319, 2.3123, -0.1415], [5.4995, 0.4104, -1.3914], [5.7827, -1.1699, -0.5953], [-0.4869, -1.0505, -0.0969], [-1.6302, 3.2490, -0.2401], [-4.0535, 3.7601, -0.1086], [-5.6662, 1.8893, 0.0982], [-4.8795, -0.4092, 0.1706], [-2.9845, -4.4197, 0.2763], [-1.7726, -3.6200, -0.7344], [-1.6588, -3.5176, 1.0237]], "forces_ev_per_a": [[-0.146, 0.416, -0.014], [-0.190, -0.468, 0.038], [0.053, 0.085, 0.124], [0.036, 0.070, -0.137], [0.124, 0.218, -0.019], [-0.020, 0.343, -0.017], [-0.018, -0.329, 0.019], [0.122, 0.044, -0.010], [-0.089, 0.020, 0.005], [0.084, -0.169, 0.002], [-0.414, 0.047, 0.026], [0.139, -0.367, 0.010], [-0.202, 0.177, -0.005], [-0.446, -0.067, 0.043], [1.037, 0.774, -0.116], [-1.670, -0.222, 0.102], [1.445, -0.431, -0.059], [-0.373, 0.808, 0.046], [0.336, -0.995, -0.018], [0.210, -0.052, -0.176], [0.021, -0.120, 0.127], [0.019, 0.073, -0.002], [0.083, 0.023, 0.056], [-0.046, 0.098, -0.037], [0.004, 0.007, 0.019], [0.067, -0.083, 0.093], [-0.150, 0.111, -0.104], [0.023, 0.148, -0.006], [0.049, 0.025, -0.004], [-0.022, 0.096, -0.004], [-0.091, 0.004, 0.006], [-0.028, -0.086, 0.006], [-0.048, -0.103, 0.009], [0.045, -0.052, -0.083], [0.056, -0.042, 0.081]], "charge": 0, "spin_multiplicity": 1, "relative_energy_kcal_mol": 44.39, "homo_energy_ev": -8.89, "total_energy_ev": -35171.745}


(2)
{"formula": "C51H49AsCaN2P2Te", "method": "the ωB97M-V functional and the def2-TZVPD basis", "species": ["Ca", "C", "C", "C", "C", "C", "C", "C", "H", "H", "H", "H", "H", "H", "H", "H", "Te", "C", "C", "C", "N", "C", "C", "C", "P", "C", "C", "C", "C", "C", "C", "C", "C", "C", "C", "C", "C", "P", "C", "C", "C", "C", "C", "C", "C", "C", "C", "C", "C", "C", "H", "H", "H", "H", "H", "H", "H", "H", "H", "H", "H", "H", "H", "H", "H", "H", "H", "H", "H", "H", "H", "H", "H", "H", "C", "C", "C", "C", "N", "C", "C", "C", "C", "C", "C", "C", "H", "H", "H", "H", "H", "H", "H", "H", "C", "As", "C", "C", "H", "H", "H", "H", "H", "H", "H", "H", "H"], "xyz": [[-0.3689, -1.2354, 1.2372], [0.6158, -3.2054, 5.0033], [-0.6409, -2.9698, 4.2157], [-1.4656, -1.8703, 4.4489], [-2.6051, -1.6457, 3.6840], [-2.9725, -2.5590, 2.7019], [-2.1836, -3.6831, 2.4955], [-1.0133, -3.8681, 3.2170], [0.6497, -4.2302, 5.3740], [0.6895, -2.5325, 5.8542], [1.4942, -3.0520, 4.3719], [-1.2146, -1.1801, 5.2442], [-3.2188, -0.7727, 3.8683], [-3.8702, -2.4039, 2.1172], [-2.4682, -4.4254, 1.7665], [-0.3920, -4.7340, 3.0183], [-2.6686, 2.9515, -0.7813], [-2.6604, 3.9816, -2.6291], [-1.4776, 4.2092, -3.3189], [-1.5294, 4.8700, -4.5360], [-2.6551, 5.3180, -5.0909], [-3.7819, 5.1011, -4.4190], [-3.8402, 4.4381, -3.2007], [-1.2798, 1.4542, -1.2989], [-2.2128, -0.1110, -1.2738], [-1.0791, -1.2378, -2.1859], [-0.4649, -0.8425, -3.3763], [0.5972, -1.5571, -3.8913], [1.2071, -2.5300, -3.1039], [0.6693, -2.8771, -1.8756], [-0.5872, -2.3771, -1.5525], [-3.5570, 0.0873, -2.4978], [-3.4292, 0.9185, -3.6099], [-4.4471, 0.9982, -4.5458], [-5.6040, 0.2453, -4.3850], [-5.7407, -0.5816, -3.2812], [-4.7220, -0.6547, -2.3402], [-0.0469, 1.3287, 0.0060], [0.4897, 3.0246, 0.4292], [1.3160, 3.7505, -0.4241], [1.6766, 5.0539, -0.1157], [1.2230, 5.6435, 1.0564], [0.4011, 4.9279, 1.9148], [0.0360, 3.6287, 1.5976], [1.5941, 0.6513, -0.5080], [2.3633, -0.0002, 0.6484], [5.0547, -0.2103, 0.9489], [5.6502, 0.1647, -0.1821], [3.6419, 0.2997, -1.8790], [2.1771, 0.6734, -1.7056], [-0.5325, 3.8558, -2.9246], [-0.6172, 5.0518, -5.0952], [-4.6937, 5.4629, -4.8836], [-4.7977, 4.2633, -2.7254], [-0.8252, 0.0447, -3.8807], [1.0230, -1.2913, -4.8507], [2.1409, -2.9707, -3.4228], [0.8174, -3.5457, 0.1340], [-2.2532, -2.6423, -0.4739], [-2.5350, 1.5183, -3.7213], [-4.3395, 1.6556, -5.3997], [-6.3997, 0.3096, -5.1164], [-6.6438, -1.1634, -3.1459], [-4.8411, -1.2861, -1.4660], [1.6833, 3.2870, -1.3311], [2.3152, 5.6100, -0.7904], [1.5082, 6.6593, 1.2982], [0.0358, 5.3839, 2.8265], [-0.6256, 3.0804, 2.2564], [1.9008, 0.3655, 1.5760], [5.3731, -0.8137, 1.7894], [6.6378, -0.0119, -0.5885], [3.9808, 0.7700, -2.8057], [1.6279, 1.0297, -2.5716], [-0.5846, -5.4977, -0.7346], [0.8346, -5.7790, -1.0242], [1.8373, -4.9006, -1.0176], [1.4728, -3.4825, -0.7344], [-1.3116, -3.0194, -0.4902], [-1.4060, -4.4511, -0.5195], [2.4429, -2.3412, -0.3756], [3.5585, -2.2248, -1.3285], [3.9968, -1.1650, -2.0031], [4.4397, 0.9129, -0.7067], [3.7885, 0.5730, 0.6681], [1.9397, -1.4656, 0.5123], [-1.1556, -6.4188, -0.6644], [1.0369, -6.8212, -1.2397], [2.8527, -5.2118, -1.2322], [-2.4302, -4.7444, -0.3151], [4.0296, -3.1706, -1.5959], [4.8099, -1.3475, -2.7012], [4.5681, 1.9863, -0.8744], [3.7526, 1.4838, 1.2754], [1.5915, 0.1035, 5.9812], [0.9144, 0.4829, 4.1751], [2.2395, 1.8586, 3.7555], [-0.5727, 1.6406, 4.7385], [1.8268, 1.0407, 6.4854], [2.4917, -0.5065, 5.9184], [0.8457, -0.4302, 6.5693], [2.2690, 2.6073, 4.5475], [1.9978, 2.3425, 2.8110], [3.2174, 1.3850, 3.6666], [-0.2013, 2.6042, 5.0865], [-1.1141, 1.1613, 5.5549], [-1.2663, 1.7995, 3.9142]], "forces_ev_per_a": [[-0.182, -0.423, 0.456], [0.007, 0.004, -0.003], [0.003, -0.032, -0.032], [0.023, 0.019, -0.008], [-0.007, 0.011, -0.007], [-0.008, 0.071, 0.005], [0.018, -0.026, -0.049], [0.010, -0.008, -0.003], [0.012, -0.004, -0.012], [-0.013, -0.006, 0.000], [0.006, 0.012, 0.009], [0.000, -0.004, 0.000], [0.009, 0.003, 0.018], [-0.013, 0.012, 0.021], [-0.025, 0.010, 0.003], [-0.014, -0.010, -0.005], [-0.066, 0.107, -0.125], [0.006, 0.002, -0.005], [0.035, -0.045, -0.010], [-0.008, -0.012, 0.012], [-0.001, 0.023, -0.045], [-0.006, -0.011, 0.015], [0.003, 0.036, 0.049], [-0.015, 0.019, 0.114], [-0.082, 0.016, 0.021], [0.035, 0.023, -0.164], [-0.032, -0.028, 0.012], [-0.003, 0.004, -0.019], [-0.007, -0.039, 0.012], [-0.058, -0.022, 0.018], [0.030, 0.198, -0.100], [-0.002, -0.031, -0.004], [0.006, -0.037, 0.035], [-0.008, 0.002, -0.008], [-0.001, 0.012, -0.018], [-0.014, -0.018, 0.012], [-0.001, -0.001, 0.003], [0.045, -0.213, 0.008], [0.004, 0.021, 0.033], [0.017, -0.023, 0.016], [-0.005, -0.003, 0.006], [-0.001, 0.012, 0.003], [-0.005, 0.005, 0.015], [-0.023, -0.002, -0.015], [0.097, 0.017, -0.119], [0.003, 0.134, -0.029], [0.034, 0.003, -0.013], [0.031, -0.028, 0.061], [0.033, 0.012, 0.026], [-0.052, 0.001, -0.004], [-0.005, -0.011, 0.012], [0.002, 0.003, 0.000], [-0.001, 0.000, -0.003], [0.000, 0.008, 0.001], [0.000, 0.005, -0.003], [0.003, 0.001, 0.000], [0.002, 0.000, -0.003], [0.000, 0.006, -0.012], [0.020, 0.042, -0.028], [0.001, 0.000, -0.018], [0.002, 0.002, -0.001], [0.000, 0.002, -0.002], [-0.002, 0.001, -0.002], [0.005, 0.002, 0.003], [0.000, -0.001, -0.004], [0.000, 0.000, -0.002], [0.000, 0.001, 0.001], [0.003, 0.006, -0.001], [0.002, -0.001, -0.006], [0.035, -0.003, 0.000], [-0.008, 0.005, 0.014], [-0.002, 0.003, -0.025], [0.000, 0.005, 0.005], [0.003, 0.007, -0.001], [-0.065, 0.035, 0.031], [0.073, 0.017, -0.005], [0.004, -0.034, -0.035], [-0.003, 0.017, 0.025], [0.159, -0.029, -0.026], [-0.085, -0.030, 0.017], [-0.024, -0.053, 0.021], [0.017, -0.018, -0.003], [-0.017, 0.000, -0.012], [-0.030, 0.031, -0.032], [-0.013, -0.002, 0.014], [0.066, 0.130, -0.035], [-0.002, 0.003, -0.009], [0.015, -0.002, 0.006], [0.000, -0.009, 0.006], [0.000, 0.010, -0.007], [0.006, 0.000, 0.000], [0.006, -0.001, 0.005], [0.023, -0.008, -0.014], [-0.013, -0.007, 0.010], [-0.039, -0.008, -0.024], [0.048, 0.162, -0.038], [-0.002, -0.017, -0.013], [-0.007, -0.022, 0.012], [0.000, 0.005, -0.008], [-0.002, -0.001, -0.001], [-0.001, -0.002, -0.007], [-0.003, -0.011, 0.012], [0.004, -0.003, 0.003], [0.001, -0.001, -0.004], [0.010, -0.001, -0.001], [-0.004, -0.003, -0.004], [0.004, 0.007, 0.000]], "charge": 0, "spin_multiplicity": 1, "relative_energy_kcal_mol": 149.17, "homo_energy_ev": -6.40, "total_energy_ev": -161804.128}


(3)
{"formula": "H22O11", "method": "the ωB97M-V functional and the def2-TZVPD basis", "species": ["O", "H", "H", "O", "H", "H", "O", "H", "H", "O", "H", "H", "O", "H", "H", "O", "H", "H", "O", "H", "H", "O", "H", "H", "O", "H", "H", "O", "H", "H", "O", "H", "H"], "xyz": [[-0.6972, 3.3645, 1.1727], [-0.5502, 2.4725, 0.9437], [-0.0632, 3.4095, 1.8557], [-2.0002, -1.1445, -2.9143], [-1.2282, -1.2275, -2.3603], [-2.5632, -1.5085, -2.2513], [-2.2142, -2.0765, -0.0903], [-2.5062, -1.8775, 0.7877], [-1.7012, -2.9415, -0.1673], [0.5778, -1.6335, 2.5317], [0.3678, -1.1345, 1.7497], [1.5128, -1.6375, 2.3947], [0.5098, -1.2235, -2.2223], [0.9808, -1.9705, -1.8443], [1.1138, -0.7185, -2.7483], [2.5588, 1.0845, -1.6053], [1.6718, 1.2025, -1.9743], [3.1618, 1.8335, -1.8613], [3.8118, -1.1355, 0.1447], [4.4118, -0.5185, 0.4797], [3.0748, -0.5945, -0.1153], [0.2248, 0.0335, 0.3227], [-0.7162, 0.2015, 0.3707], [0.2718, -0.3755, -0.5373], [-3.3242, -0.1845, 1.7317], [-3.3332, 0.7795, 1.7517], [-3.2302, -0.5505, 2.6537], [2.5138, 1.7325, 1.2007], [3.2968, 2.0995, 0.8317], [2.1198, 1.3255, 0.4047], [-2.4022, 0.9915, -0.4943], [-2.6222, 0.2855, 0.1107], [-3.0272, 1.6375, -0.2523]], "forces_ev_per_a": [[-1.064, 0.985, -0.410], [-0.103, -1.851, -1.139], [1.218, 0.785, 1.476], [-0.039, -0.081, -0.295], [1.038, 0.422, -0.514], [-1.768, -0.289, 0.438], [1.309, -1.614, -1.777], [-0.016, -0.346, 0.894], [-1.244, 1.847, 0.834], [-0.423, -0.437, 0.446], [-0.805, 0.683, -0.784], [1.289, -0.337, 0.465], [-0.124, -0.307, 0.901], [0.348, -0.077, -0.174], [0.704, 0.127, -0.551], [0.783, 0.515, -0.306], [0.395, 0.620, 0.050], [-1.351, -1.049, 0.102], [-1.022, -1.823, -0.658], [1.565, 1.378, 0.955], [-0.551, 0.352, -0.268], [0.286, 0.275, 0.497], [-0.469, 0.407, 0.117], [0.233, -0.434, -0.860], [-0.025, -0.925, 1.362], [0.005, -0.146, 0.712], [-0.127, 1.021, -1.320], [-0.988, -0.678, -0.161], [1.136, 0.707, -0.155], [-0.209, 0.171, 0.628], [1.241, -0.710, -0.398], [-0.127, -0.875, -0.164], [-1.092, 1.687, 0.056]], "charge": 0, "spin_multiplicity": 1, "relative_energy_kcal_mol": 52.23, "homo_energy_ev": -10.35, "total_energy_ev": -22879.249}


(4)
{"formula": "C3H10N2O3", "method": "the ωB97M-V functional and the def2-TZVPD basis", "species": ["N", "C", "C", "O", "C", "N", "O", "H", "H", "H", "H", "H", "H", "H", "H", "H", "H", "O"], "xyz": [[-2.0799, 1.2544, -0.6159], [-0.9124, 0.9656, 0.2804], [-1.4191, 0.0354, 1.4351], [-2.2005, 0.9187, 2.2057], [0.0363, 0.0830, -0.5787], [0.3084, 0.3286, -1.9159], [0.7115, -0.6668, 0.1576], [-2.9486, 0.8584, -0.3772], [-2.1071, 2.2890, -0.5771], [-0.7363, 1.9192, 0.8382], [-0.6266, -0.4890, 2.1049], [-2.0397, -0.8174, 1.1960], [-1.6560, 1.3881, 2.8600], [0.8587, -0.3588, -2.4364], [-0.2196, 0.7920, -2.5715], [3.9497, -2.3197, -0.7803], [5.3734, -2.5782, -0.2736], [4.7797, -2.5355, -0.9986]], "forces_ev_per_a": [[2.143, 2.590, -0.302], [-2.732, -2.488, -0.991], [1.826, 0.152, 1.735], [-0.822, 0.363, 1.302], [2.845, 1.149, 2.470], [1.507, -2.368, 1.536], [-0.636, 0.188, -2.651], [-0.977, -0.366, 0.752], [-0.969, -1.081, -0.453], [1.362, -0.873, -1.039], [-0.803, 1.354, -1.399], [-0.375, 0.089, -0.911], [-0.215, -0.441, -0.416], [0.070, 0.092, 1.014], [-2.179, 1.620, -0.662], [-4.577, 1.280, 1.829], [0.226, 0.093, 1.127], [4.307, -1.352, -2.942]], "charge": 0, "spin_multiplicity": 1, "relative_energy_kcal_mol": 53.60, "homo_energy_ev": -9.30, "total_energy_ev": -12394.411}